(1)
DFT (ωB97M-V/def2-TZVPD) results for C43H51F2FeN5O6Pt as an isolated structure at a distorted geometry.

```
109
Properties=species:S:1:pos:R:3:forces:R:3:mulliken_spin:R:1
Pt 0.802 0.663 1.651 0.5 0.2 -0.4 1.26
Fe 3.724 1.632 0.049 -0.4 0.7 2.2 3.84
O 2.743 1.744 2.096 1.2 1.0 -1.5 0.11
C 3.711 2.340 2.919 0.0 -0.5 -0.1 0.01
C 4.787 3.279 2.266 1.0 -0.8 -0.9 -0.01
O 5.264 2.940 0.944 -2.4 -0.6 0.6 0.06
H 4.233 1.521 3.413 0.7 -0.4 0.2 0.00
H 3.255 2.854 3.765 -0.3 0.6 0.2 0.01
H 5.666 3.254 2.910 0.3 -0.6 0.6 0.00
H 4.575 4.335 2.432 -1.0 0.5 -0.8 0.00
O 1.890 0.511 -0.357 -1.5 -0.1 -0.1 0.15
C 1.092 -0.430 -1.128 1.6 -0.5 0.5 -0.02
C -0.416 -0.717 -0.782 0.4 1.9 2.0 0.03
O -0.711 -0.514 0.619 -0.3 -0.6 -1.0 0.19
H 1.632 -1.365 -0.979 -0.1 -0.7 -0.1 0.00
H 1.234 -0.198 -2.183 -0.4 0.1 -0.2 0.02
H -0.764 -1.719 -1.033 0.5 -0.3 -0.5 0.01
H -1.023 -0.017 -1.358 -0.3 0.3 -0.4 0.00
N -0.056 1.121 3.630 -1.1 1.3 3.7 0.10
C -1.412 1.032 3.677 2.0 -1.5 -1.4 -0.04
C -2.214 1.204 4.779 -0.8 -0.6 -1.0 0.01
C -1.693 1.620 5.953 1.0 0.2 0.2 -0.01
C -0.289 1.775 5.979 -0.6 0.4 0.3 0.01
C 0.480 1.530 4.858 -0.8 -1.1 -1.4 -0.01
H -1.722 0.534 2.770 -0.9 0.3 -0.2 0.03
H -3.239 0.869 4.716 -0.2 0.3 -0.2 0.00
H -2.425 1.720 6.741 0.6 0.2 0.6 0.00
H 0.238 2.090 6.867 -0.1 -0.1 0.2 0.00
H 1.549 1.503 5.006 0.2 0.3 -0.6 0.00
N 4.878 -0.132 0.516 1.7 -4.0 -0.1 0.03
C 4.571 -1.321 -0.143 -1.5 3.7 -1.0 -0.01
C 5.048 -2.532 0.117 2.3 -2.5 1.5 0.00
C 6.012 -2.656 1.116 -0.5 0.5 0.4 0.00
C 6.356 -1.538 1.869 0.2 -1.5 -0.5 0.00
C 5.840 -0.327 1.495 -2.7 2.3 -0.6 0.02
H 3.900 -1.229 -0.984 -0.4 0.3 0.1 0.00
H 4.824 -3.488 -0.334 -0.6 0.5 -0.8 0.00
H 6.413 -3.631 1.353 0.1 0.0 0.1 0.00
H 6.984 -1.754 2.721 0.2 0.8 0.1 0.00
H 5.927 0.614 2.019 0.8 0.0 0.3 0.00
N -1.535 -5.389 -2.672 0.5 -1.2 -1.8 0.00
C -1.833 -4.473 -1.799 -0.7 0.3 0.9 0.00
C -2.993 -3.693 -1.849 -0.6 0.2 -1.1 0.00
C -3.906 -3.880 -2.943 1.9 -0.6 1.6 0.00
C -3.479 -4.779 -3.908 -0.3 -0.3 -0.3 0.00
C -2.304 -5.510 -3.746 -0.2 0.8 0.0 0.00
H -1.090 -4.519 -1.017 -0.3 1.0 0.7 0.00
H -3.145 -2.919 -1.111 -0.2 -0.1 0.2 0.00
H -4.899 -3.457 -2.969 0.2 0.4 -0.1 0.00
H -4.070 -4.972 -4.791 -0.1 0.0 -0.1 0.00
H -1.948 -6.138 -4.549 -0.1 -0.4 0.1 0.00
N 1.664 -1.202 2.553 0.4 -2.7 0.3 0.10
C 1.296 -2.452 2.048 0.7 0.0 1.0 -0.03
C 1.799 -3.692 2.475 0.9 1.4 0.2 0.01
C 2.784 -3.649 3.448 -0.4 0.1 0.9 -0.01
C 3.088 -2.438 4.034 0.6 2.3 0.1 0.01
C 2.568 -1.190 3.599 -1.8 -2.2 -2.4 -0.02
H 0.549 -2.654 1.295 -0.3 1.7 -0.3 0.01
H 1.502 -4.603 1.978 -0.2 0.0 0.1 0.00
H 3.242 -4.503 3.924 0.0 -0.4 -0.4 0.00
H 3.840 -2.363 4.805 0.0 -0.3 0.2 0.00
H 2.760 -0.193 3.968 0.4 -0.2 0.2 0.01
N -0.491 2.543 1.084 0.7 2.1 -0.2 0.11
C 0.018 3.753 1.425 -0.1 1.6 -0.6 -0.01
C -0.628 5.005 1.226 -0.9 -1.4 -0.2 0.00
C -1.920 4.982 0.718 0.4 -0.6 -0.5 0.00
C -2.439 3.749 0.346 -0.1 -0.2 -0.1 0.00
C -1.690 2.583 0.490 -0.4 0.0 1.2 -0.01
H 1.021 3.900 1.796 0.3 -1.2 0.3 0.01
H -0.241 5.989 1.448 0.7 -0.3 0.3 0.00
H -2.452 5.900 0.520 -0.2 0.0 0.2 0.00
H -3.446 3.645 -0.030 -0.1 0.1 -0.2 0.00
H -2.151 1.620 0.328 0.2 -0.2 -0.4 0.01
C -3.124 -3.117 1.662 1.0 -0.3 -0.7 0.00
O -3.268 -1.723 1.480 -1.3 -0.4 0.6 0.00
H -3.814 -3.714 1.066 -0.3 0.3 -0.2 0.00
H -2.130 -3.390 1.310 0.2 -0.3 0.0 0.00
H -3.198 -3.513 2.675 -0.2 0.7 0.4 0.00
H -2.472 -1.355 1.089 1.1 0.3 -0.1 -0.01
C 1.822 3.617 -1.967 -0.2 -1.2 0.0 0.00
O 2.737 3.386 -0.843 -1.1 0.6 -1.4 0.02
H 1.144 2.769 -2.069 0.0 -0.2 0.6 0.00
H 1.198 4.500 -1.828 0.3 0.1 0.2 0.00
H 2.328 3.624 -2.932 0.5 0.5 0.2 0.00
H 2.949 4.278 -0.558 0.7 -0.2 0.5 0.00
F -7.129 2.841 -1.484 0.6 -0.6 0.2 0.00
C -6.091 2.016 -1.826 0.8 0.0 1.5 0.00
C -5.397 1.262 -0.845 -1.0 -0.1 -1.2 0.00
C -4.333 0.421 -1.238 -0.3 1.3 -1.6 0.00
C -3.946 0.410 -2.622 -1.9 0.3 1.0 0.00
C -4.728 1.155 -3.552 2.3 -1.1 0.9 0.00
C -5.686 2.031 -3.122 -0.7 0.3 -1.0 0.00
H -5.883 1.262 0.120 0.5 -0.1 0.4 0.00
H -3.788 -0.161 -0.509 -0.1 -0.1 0.1 0.00
H -3.153 -0.255 -2.930 0.1 0.1 -0.2 0.00
H -4.486 1.084 -4.602 0.1 0.1 -0.1 0.00
H -6.144 2.709 -3.827 -0.3 -0.1 0.0 0.00
F -1.823 1.572 -7.016 1.6 -1.8 1.1 0.00
C -1.010 0.643 -6.303 -1.9 -0.8 1.0 0.00
C 0.234 1.036 -5.814 -1.2 0.8 -0.7 0.00
C 0.905 0.180 -4.982 -0.2 -2.1 0.8 0.00
C 0.342 -1.068 -4.635 0.4 0.2 0.0 0.00
C -0.931 -1.472 -5.018 1.4 1.4 -0.3 0.00
C -1.614 -0.587 -5.840 -0.2 1.3 -0.8 0.00
H 0.543 2.057 -5.982 0.3 0.0 -0.2 0.00
H 1.853 0.378 -4.504 0.1 0.5 -0.3 0.00
H 0.883 -1.765 -4.014 0.3 0.2 0.2 0.00
H -1.272 -2.411 -4.607 -0.6 0.0 -0.3 0.00
H -2.653 -0.820 -6.024 -0.1 0.3 -0.6 0.00
```
Forces are in eV/Å.

The calculation puts the gap between HOMO and LUMO (spin up / spin down) at 6.391 / 7.114 eV. As for the HOMO energy (spin up / spin down): -6.2 / -7.0 eV. As for the spin multiplicity: 7. As for the max |F|: 4.4 eV/Å. The charge is 0. For the total energy, the calculation gives -108215.134 eV. As for the expectation value of S²: 12.014. The LUMO energy (spin up / spin down) comes out at 0.2 / 0.1 eV.

---

(2)
DFT (ωB97M-V/def2-TZVPD) results for C25H46GdP2 as an isolated structure at a distorted geometry.

```
74
Properties=species:S:1:pos:R:3:forces:R:3:mulliken_spin:R:1
Gd 0.209 -0.180 -0.217 0.5 1.1 0.8 7.11
C 0.297 2.295 -0.911 -0.4 0.0 0.9 0.00
C -1.061 2.039 -0.542 0.7 0.2 0.3 -0.02
C 0.226 1.979 1.375 -0.1 0.2 -0.7 -0.02
C 1.090 2.270 0.285 -1.1 -0.2 -0.1 -0.02
C -1.099 1.831 0.869 0.5 0.1 -0.3 0.02
C 0.821 2.572 -2.275 0.1 0.1 -0.5 0.00
H 0.105 2.279 -3.052 0.1 0.1 0.1 0.00
H 1.756 2.030 -2.463 -0.1 0.1 -0.1 0.00
H 1.039 3.640 -2.413 0.0 -0.2 0.0 0.00
C 2.532 2.598 0.400 0.4 0.1 0.1 0.00
H 2.991 2.709 -0.585 0.0 0.0 0.1 0.00
H 3.087 1.831 0.955 -0.1 0.2 -0.1 0.00
H 2.653 3.547 0.942 0.1 -0.2 -0.2 0.00
C 0.635 1.980 2.805 0.1 0.0 0.4 0.00
H 0.916 2.995 3.117 -0.1 -0.2 0.0 0.00
H 1.500 1.332 2.989 -0.1 0.1 0.0 0.00
H -0.182 1.648 3.457 0.2 0.1 -0.1 0.00
C -2.317 1.614 1.703 -0.3 0.0 0.2 -0.01
H -2.663 2.554 2.155 0.0 -0.2 -0.1 0.00
H -2.115 0.918 2.524 -0.1 0.1 0.0 0.00
H -3.144 1.209 1.111 0.0 0.1 0.1 0.00
C -2.235 1.999 -1.462 -0.3 0.0 -0.1 0.00
H -2.769 2.959 -1.481 0.1 -0.2 0.0 0.00
H -2.956 1.234 -1.147 0.0 0.1 -0.1 0.00
H -1.927 1.772 -2.486 -0.1 0.0 0.0 0.00
C -0.329 -5.029 -4.839 0.2 0.4 -0.7 0.00
C -0.933 -4.130 -5.631 0.8 -0.7 -0.3 0.00
C -2.308 -4.250 -6.216 -0.6 0.1 0.0 0.00
C -3.363 -4.991 -5.352 0.0 0.1 -0.3 0.00
C -3.350 -4.621 -3.888 -0.4 -0.1 0.2 0.00
C -2.674 -5.246 -2.918 -0.9 -0.2 -0.3 0.00
C -1.679 -6.354 -3.098 0.3 -0.3 -0.1 0.00
C -0.900 -6.359 -4.444 -0.2 -0.5 0.4 0.00
H -2.260 -4.751 -7.197 0.1 0.2 0.2 0.00
H -3.256 -6.074 -5.492 -0.2 0.4 0.2 0.00
H -2.695 -3.241 -6.424 0.2 -0.2 0.0 0.00
H -1.547 -6.771 -5.229 0.4 0.2 0.2 0.00
H 0.721 -4.874 -4.555 -0.4 0.1 -0.1 0.00
H -0.342 -3.298 -6.040 -0.2 -0.3 0.4 0.00
H -0.062 -7.066 -4.334 -0.3 0.2 0.0 0.00
H -0.943 -6.303 -2.282 -0.2 0.0 -0.1 0.00
H -2.934 -5.031 -1.875 0.1 0.2 -0.3 0.00
H -2.177 -7.331 -2.981 0.1 0.3 0.0 0.00
H -4.356 -4.727 -5.751 0.3 -0.1 0.1 0.00
H -4.058 -3.820 -3.628 0.3 -0.3 0.1 0.00
P 0.175 -1.886 -2.379 0.0 -0.2 -0.5 -0.01
P -1.462 -2.202 0.782 -0.5 -0.3 0.1 -0.01
C -0.537 -3.455 -1.719 -0.3 -0.2 -0.1 0.00
C -0.803 -3.640 -0.191 0.3 -0.1 0.1 0.00
H 0.117 -4.274 -2.063 -0.3 0.3 0.2 0.00
H -1.483 -3.582 -2.268 0.4 0.1 0.2 0.00
H -1.522 -4.468 -0.046 0.4 0.1 -0.1 0.00
H 0.141 -3.930 0.304 -0.4 0.1 -0.1 0.00
C -1.264 -2.653 2.547 0.1 -0.2 0.1 0.00
H -1.718 -1.872 3.176 0.1 -0.2 -0.3 0.00
H -0.191 -2.691 2.792 -0.3 0.0 -0.1 0.00
H -1.724 -3.622 2.794 0.1 0.3 -0.1 0.00
C -3.269 -2.205 0.493 -0.1 0.0 -0.1 0.00
H -3.719 -3.199 0.647 0.2 0.3 0.0 0.00
H -3.467 -1.872 -0.539 0.0 -0.1 0.3 0.00
H -3.738 -1.484 1.181 0.2 -0.2 -0.3 0.00
C 1.868 -2.256 -2.945 0.2 -0.1 -0.1 0.00
H 2.346 -1.320 -3.265 -0.1 -0.2 0.0 0.00
H 1.915 -2.980 -3.771 -0.1 0.2 0.2 0.00
H 2.446 -2.639 -2.093 -0.2 0.1 -0.2 0.00
C -0.798 -1.393 -3.844 -0.3 -0.1 -0.3 0.00
H -1.796 -1.043 -3.542 0.3 0.0 0.1 0.00
H -0.940 -2.202 -4.569 0.1 0.2 0.4 0.00
H -0.291 -0.564 -4.356 -0.1 -0.1 0.2 0.00
C 2.058 -0.996 0.966 0.2 0.4 0.1 -0.04
H 2.048 -0.679 2.026 0.1 -0.2 -0.4 0.00
H 2.979 -0.583 0.500 -0.3 -0.3 0.3 0.00
H 2.110 -2.095 0.925 0.1 0.1 0.1 0.00
```
Forces are in eV/Å.

For the energy above the lowest of the compared OMol25 structures with the same formula, charge and spin, the calculation gives 3.119 eV. The calculation puts the gap between HOMO and LUMO (spin up / spin down) at 7.574 / 7.803 eV. As for the HOMO energy (spin up / spin down): -10.3 / -10.3 eV. As for the spin multiplicity: 8. As for the max |F|: 1.5 eV/Å. The charge is +1. For the total energy, the calculation gives -66073.472 eV. As for the expectation value of S²: 15.766. The LUMO energy (spin up / spin down) comes out at -2.8 / -2.5 eV.